Density functional theory data (ωB97M-V/def2-TZVPD) for 4 unconnected molecules or ions with the total composition C25H62ClN11O6P3 in a non-equilibrium geometry.

## Properties
calculated total energy: -3526.9452 a.u.
E_LUMO: -0.1572 hartree
E_HOMO: -9.15 eV
total charge: +1
HOMO-LUMO gap: 4.9 eV

Structure (XYZ):
```
108
Properties=species:S:1:pos:R:3:forces:R:3:mulliken_charge:R:1
C -1.054480 0.547367 -1.939651 -0.60 0.06 -0.61 -0.771
C -2.575841 0.983374 -1.400156 0.80 -1.16 6.28 0.557
O -2.871955 0.894393 -0.077290 1.23 0.72 -9.50 -0.516
O -3.501347 1.466228 -2.437438 -2.13 -2.15 2.55 -0.298
C -4.843574 0.825366 -2.290192 1.08 -5.52 -0.10 0.521
O -4.886606 -0.511286 -2.312164 -0.51 8.70 0.28 -0.549
C -6.119109 1.844087 -2.148604 0.06 -0.25 -0.14 -0.291
C -7.560061 1.128439 -1.847658 -3.42 2.28 0.75 0.377
C -8.817644 2.150229 -1.598762 2.55 -5.56 -0.71 -0.464
N -10.015764 1.243948 -1.393318 6.14 -2.43 -1.07 -0.080
C -9.487907 -0.175944 -1.488685 0.03 0.96 -0.05 0.174
Cl -10.680193 -1.617746 -1.304081 2.65 2.99 -0.39 -0.074
N -7.998198 -0.314242 -1.749246 -4.87 6.54 0.70 -0.014
H -1.115602 0.158271 -3.051196 -0.02 0.97 2.26 0.302
H -0.298491 1.451363 -1.901765 -1.75 -1.75 0.02 0.326
H -0.635234 -0.330366 -1.289346 -1.10 1.89 -0.98 0.211
H -6.262333 2.511983 -3.126966 0.53 -1.71 2.00 0.386
H -5.904781 2.601626 -1.275303 -0.26 -1.64 -1.52 0.219
H -8.729623 3.317430 -1.635036 -0.66 -2.68 0.21 0.365
H -11.000673 1.573274 -1.227727 1.34 -1.01 -0.20 0.267
H -7.382020 -1.145994 -1.880222 -0.79 0.69 0.18 0.294
O 2.969974 0.417945 -3.301317 4.30 1.90 0.74 -0.800
P 3.917301 -0.490472 -4.122647 -8.17 -4.17 -1.83 0.883
N 3.038969 -0.162176 -5.574232 -0.20 1.02 -1.45 0.064
C 2.793475 -1.054535 -6.699910 0.26 -0.36 -0.08 -0.765
C 3.194100 1.210785 -6.071573 -0.27 0.28 0.44 -1.018
N 3.238300 -1.922095 -3.407408 0.05 -0.48 0.88 0.263
C 2.555618 -2.973260 -4.146298 0.74 -0.39 -0.17 -1.260
C 2.550860 -1.771131 -2.114566 0.41 0.25 0.19 -0.878
N 5.006394 -1.534833 -5.066887 2.75 1.41 2.28 -0.080
C 5.844271 -2.418339 -4.212505 0.07 -0.83 0.33 -1.003
C 5.997457 -0.762521 -5.850244 0.05 0.31 -0.77 -1.115
H 3.683981 -1.244990 -7.305599 0.09 -0.09 -0.18 0.273
H 2.036595 -0.635434 -7.372881 0.13 0.31 0.23 0.404
H 2.378333 -2.014589 -6.404745 0.24 0.07 0.18 0.178
H 4.192533 1.382880 -6.480984 0.08 0.16 -0.26 0.280
H 3.037709 1.941666 -5.274755 0.05 -0.18 0.08 0.259
H 2.466256 1.449367 -6.854672 0.05 -0.25 0.09 0.377
H 1.573109 -2.636986 -4.491737 -0.11 -0.04 -0.11 0.309
H 2.404091 -3.860453 -3.517383 0.00 0.28 0.14 0.413
H 3.147487 -3.336672 -4.988273 -0.08 0.24 -0.09 0.385
H 1.547034 -1.343177 -2.237814 0.01 0.13 0.00 0.248
H 3.129963 -1.133973 -1.431794 -0.35 -0.15 -0.31 0.199
H 2.447253 -2.734242 -1.601280 0.16 0.10 -0.37 0.310
H 6.425161 -1.831683 -3.491611 0.13 -0.17 -0.10 0.376
H 6.536183 -3.011408 -4.822696 -0.07 0.40 -0.16 0.392
H 5.262951 -3.156219 -3.654987 -0.16 0.44 -0.11 0.289
H 6.526590 -0.041434 -5.217458 0.17 -0.13 -0.18 0.377
H 5.541173 -0.221103 -6.678068 -0.23 0.04 0.17 0.277
H 6.737356 -1.423116 -6.318900 -0.22 -0.01 0.30 0.405
O -5.054387 4.296771 1.601753 -3.94 1.95 1.83 -0.780
P -4.569842 4.619347 3.036463 7.99 -3.81 -3.27 0.776
N -3.264336 5.571994 2.424530 0.45 1.54 -0.50 0.077
C -1.928670 5.735101 2.984100 0.14 -0.08 0.46 -0.771
C -3.683497 6.833378 1.800314 -0.28 -0.21 -0.46 -1.007
N -3.983495 2.997019 3.251866 -0.59 -0.93 0.23 0.205
C -2.593730 2.644623 3.499523 0.06 0.10 0.77 -1.287
C -4.559598 1.950181 2.392190 -0.51 0.37 -0.14 -1.023
N -4.012785 4.990196 4.685875 -3.83 0.11 0.81 -0.078
C -4.618743 4.102025 5.713765 0.16 -0.74 0.53 -1.000
C -4.400746 6.349963 5.125008 0.36 0.80 0.00 -1.116
H -1.910996 6.334590 3.898666 0.10 0.10 0.14 0.273
H -1.262871 6.230406 2.268008 -0.40 0.06 -0.13 0.407
H -1.432146 4.791267 3.193407 -0.29 0.00 0.10 0.180
H -4.035639 7.554786 2.541710 0.06 0.31 0.01 0.273
H -4.496986 6.673123 1.088893 0.01 -0.15 0.12 0.237
H -2.870403 7.303563 1.236641 0.02 -0.22 0.18 0.386
H -1.986466 2.782433 2.599539 0.11 -0.01 0.00 0.302
H -2.503712 1.594379 3.806913 -0.21 0.09 -0.19 0.435
H -2.167596 3.207396 4.331986 -0.04 0.17 -0.18 0.426
H -4.136473 1.980465 1.379249 -0.18 -0.02 0.23 0.386
H -5.651931 2.050307 2.326672 0.34 0.10 -0.06 0.286
H -4.380082 0.950183 2.803961 0.25 0.23 0.17 0.327
H -5.713223 4.144084 5.673359 0.09 0.02 0.23 0.373
H -4.292315 4.388950 6.720703 -0.05 0.33 -0.28 0.388
H -4.318306 3.056794 5.611505 -0.04 0.31 -0.36 0.307
H -5.472890 6.521887 4.979009 0.10 0.10 0.25 0.381
H -3.854023 7.128962 4.595030 -0.01 -0.17 -0.24 0.268
H -4.163634 6.509636 6.184139 -0.08 -0.30 -0.23 0.404
O 3.098095 -3.265416 0.566464 3.37 -2.12 -2.62 -0.662
P 4.087187 -3.886600 1.582860 -6.15 3.73 5.95 0.644
N 2.820624 -4.807766 2.313350 -0.87 -1.50 0.03 0.123
C 2.668016 -5.176335 3.714989 0.35 -0.01 0.29 -0.778
C 2.305840 -5.893994 1.469821 -0.24 0.33 -0.43 -0.982
N 4.212913 -2.383790 2.447676 0.53 1.02 -0.14 0.196
C 3.828717 -2.193612 3.838067 0.69 -0.26 0.32 -1.262
C 3.863671 -1.153271 1.719213 0.23 -0.27 -0.53 -0.934
N 5.224296 -4.600743 2.751356 2.46 0.03 -2.97 -0.081
C 6.521246 -3.874992 2.812975 0.48 0.61 0.47 -1.017
C 5.613377 -5.983902 2.393857 -0.27 -0.78 0.18 -1.100
H 3.383050 -5.935250 4.045001 0.07 -0.14 0.15 0.292
H 1.667085 -5.580110 3.906050 0.06 -0.01 -0.41 0.387
H 2.742399 -4.329850 4.392557 0.23 0.01 -0.21 0.171
H 3.025536 -6.711092 1.377686 -0.05 -0.31 0.01 0.271
H 2.082142 -5.540801 0.460475 0.12 0.13 0.09 0.190
H 1.373087 -6.313098 1.862564 0.17 0.18 0.14 0.391
H 2.740260 -2.208421 3.951085 -0.08 -0.02 0.10 0.313
H 4.191903 -1.229364 4.217447 -0.07 -0.03 -0.28 0.422
H 4.286553 -2.933245 4.497331 -0.18 -0.13 -0.13 0.398
H 2.775897 -1.027311 1.636241 0.06 0.01 -0.11 0.303
H 4.301605 -1.153609 0.711383 -0.33 -0.08 0.30 0.182
H 4.270111 -0.264689 2.216210 0.03 -0.29 0.25 0.389
H 6.989682 -3.822973 1.823455 0.16 -0.06 0.18 0.374
H 7.213948 -4.369175 3.504894 -0.26 -0.27 -0.22 0.395
H 6.427168 -2.855797 3.194575 -0.33 -0.23 -0.25 0.307
H 5.962154 -6.041140 1.356821 0.16 -0.15 0.18 0.375
H 4.794110 -6.690872 2.518814 -0.18 0.21 -0.09 0.255
H 6.409807 -6.356191 3.050039 -0.12 0.34 -0.13 0.417
```
Positions in Å, forces in eV/Å.